Record 1
Formula: C4H35NO12S2
Source: the Open Molecules 2025 dataset
Level of theory: ωB97M-V/def2-TZVPD

```
54
Properties=species:S:1:pos:R:3:nbo_charge:R:1
S 4.097 -0.698 -0.755 -0.1275
S 2.686 -0.762 -2.186 0.0979
C 1.340 0.383 -1.756 -0.5644
C 0.704 0.121 -0.373 -0.2426
N -0.771 0.167 -0.453 -0.6788
C -1.403 -0.570 0.667 -0.2154
C -2.859 -0.876 0.327 -0.6166
H 3.630 -1.559 0.194 0.1281
H 0.597 0.277 -2.570 0.2485
H 1.713 1.390 -1.826 0.2273
H 1.028 0.918 0.307 0.2201
H 1.063 -0.817 0.066 0.1711
H -1.120 -0.205 -1.333 0.3820
H -0.855 -1.479 0.918 0.1669
H -1.314 0.040 1.591 0.1997
H -3.382 0.047 0.086 0.2037
H -3.316 -1.356 1.170 0.2261
H -2.882 -1.564 -0.519 0.2102
H -0.073 0.901 3.651 0.5099
H -0.054 0.242 5.089 0.4786
O -0.052 0.036 4.147 -0.9961
H 1.549 -4.477 -0.323 0.5024
H 0.475 -3.422 -0.263 0.5022
O 0.893 -4.114 0.283 -0.9442
H 3.381 2.221 2.491 0.4780
H 2.619 0.897 2.572 0.5155
O 2.544 1.840 2.220 -1.0058
H -2.025 -1.372 -4.608 0.4600
H -1.687 0.099 -4.767 0.4989
O -1.299 -0.744 -4.468 -0.9888
H 2.363 -1.463 2.813 0.5060
H 1.533 -0.410 3.697 0.5012
O 2.419 -0.609 3.311 -1.0324
H -0.754 3.807 -2.672 0.5187
H -0.737 2.278 -2.449 0.4717
O -0.782 2.940 -3.143 -0.9874
H -2.151 2.924 0.766 0.4914
H -1.165 1.860 0.193 0.5166
O -1.218 2.768 0.573 -0.9916
H -1.700 2.231 -4.402 0.5153
H -3.191 1.972 -4.903 0.4773
O -2.275 1.708 -5.004 -0.9938
H -0.426 2.583 2.117 0.4946
H 0.987 2.330 2.749 0.5067
O 0.033 2.453 2.983 -1.0158
H 1.721 -3.417 1.526 0.4998
H 2.242 -3.682 2.980 0.4822
O 2.338 -3.074 2.245 -0.9894
H -0.672 -5.015 0.249 0.4822
H -1.368 -6.257 -0.388 0.4682
O -1.499 -5.338 -0.153 -0.9689
H 0.380 4.998 -1.017 0.4794
H -0.765 4.097 -0.476 0.5042
O -0.536 4.754 -1.176 -0.9830
```

Summary:
Frontier orbital gap: 9.09 eV
E_HOMO: -9.17 eV
Max |F|: 1.479 eV/Å
Charge: 0
2S+1: 1


Record 2
Formula: C4H35NO14
Source: the Open Molecules 2025 dataset
Level of theory: ωB97M-V/def2-TZVPD

```
54
Properties=species:S:1:pos:R:3:nbo_charge:R:1
C -0.273 -0.289 -2.360 -0.4389
N 0.310 -0.707 -1.063 -0.6871
C 1.737 -0.412 -0.891 -0.1154
C 2.169 -0.709 0.524 -0.0854
O 1.304 -0.089 1.479 -0.7336
C 2.635 -1.084 -1.955 -0.0796
O 3.504 -0.113 -2.583 -0.7480
H 0.419 0.331 -2.938 0.1935
H -1.021 0.458 -2.097 0.1841
H -0.752 -1.055 -2.954 0.2209
H 0.200 -1.715 -1.053 0.3757
H 1.830 0.649 -1.093 0.2009
H 3.150 -0.283 0.759 0.1957
H 2.392 -1.770 0.678 0.1892
H 0.529 -0.657 1.533 0.4718
H 1.953 -1.476 -2.715 0.1664
H 3.343 -1.806 -1.553 0.1846
H 3.009 0.726 -2.596 0.4858
H -0.204 2.754 -0.072 0.4976
H 0.284 2.789 -1.556 0.5000
O -0.502 2.844 -1.000 -1.0225
H -0.995 -2.523 1.697 0.4903
H -2.195 -2.175 2.491 0.4796
O -1.236 -2.126 2.546 -0.9587
H 2.902 2.471 -1.040 0.5224
H 2.990 3.213 -2.462 0.4892
O 2.649 2.456 -1.982 -1.0075
H -0.179 -3.738 -0.398 0.4845
H 1.095 -4.558 -0.495 0.4770
O 0.733 -3.781 -0.053 -0.9711
H -2.067 3.562 0.247 0.4858
H -3.069 2.380 0.522 0.4814
O -2.534 3.065 0.924 -0.9684
H 2.490 3.487 1.101 0.4830
H 2.169 2.026 1.179 0.5046
O 2.873 2.628 0.886 -0.9683
H -1.563 0.688 1.843 0.4830
H -0.980 -0.197 2.983 0.5028
O -1.356 0.674 2.788 -0.9800
H -0.275 2.209 1.975 0.5188
H -0.354 3.736 1.616 0.4878
O 0.224 2.967 1.644 -0.9798
H -1.961 -3.849 -2.071 0.4820
H -1.709 -2.610 -1.161 0.4971
O -1.319 -3.162 -1.867 -0.9766
H -3.548 0.096 1.275 0.5038
H -3.024 -0.336 2.646 0.5041
O -3.672 -0.586 1.960 -0.9778
H -1.487 -0.180 -0.035 0.5084
H -1.811 1.214 -0.679 0.5109
O -2.178 0.497 -0.147 -1.0288
H -3.533 -2.618 -0.401 0.4774
H -3.275 -1.852 0.950 0.5076
O -2.910 -2.557 0.331 -1.0205
```

Summary:
Frontier orbital gap: 9.29 eV
E_HOMO: -9.24 eV
Max |F|: 2.061 eV/Å
Charge: 0
2S+1: 1


Record 3
Formula: C4H35NO15
Source: the Open Molecules 2025 dataset
Level of theory: ωB97M-V/def2-TZVPD

```
55
Properties=species:S:1:pos:R:3:nbo_charge:R:1
C -1.027 1.487 -2.153 -0.7400
C 0.018 1.217 -1.163 0.6924
N -0.039 0.204 -0.269 -0.6368
C -1.252 -0.568 0.021 -0.2802
C -1.012 -2.074 0.378 -0.0905
O -0.532 -2.022 1.752 -0.8258
O 1.170 1.672 -1.401 -0.7587
H -0.631 2.273 -2.835 0.2461
H -1.023 0.580 -2.793 0.2491
H -2.009 1.899 -1.952 0.2580
H 0.699 0.093 0.427 0.4389
H -1.837 -0.031 0.790 0.2121
H -1.994 -0.428 -0.788 0.2422
H -0.337 -2.670 -0.240 0.2116
H -2.004 -2.501 0.441 0.1991
H 0.421 -2.312 1.911 0.5185
H -0.823 1.480 3.596 0.4728
H -1.321 0.040 3.959 0.4975
O -0.635 0.707 4.140 -0.9652
H 3.010 1.878 -1.490 0.5178
H 4.032 0.862 -2.259 0.4958
O 3.902 1.511 -1.563 -0.9922
H 2.997 -0.123 0.911 0.4837
H 3.717 0.322 -0.403 0.5067
O 3.356 -0.460 0.082 -1.0264
H -0.263 -1.611 -4.140 0.4823
H 0.098 -1.826 -2.635 0.5045
O -0.537 -2.058 -3.335 -0.9898
H -4.184 1.191 1.437 0.4719
H -3.259 0.547 2.395 0.5005
O -3.426 1.421 1.988 -0.9908
H -1.728 -1.226 2.458 0.5158
H -2.870 -1.711 3.348 0.4926
O -2.535 -0.903 2.944 -1.0160
H 1.800 -1.240 -1.100 0.5045
H 2.369 -2.668 -1.449 0.4999
O 1.612 -2.079 -1.548 -0.9961
H 2.165 -1.566 2.368 0.5033
H 2.100 -2.157 0.993 0.4898
O 1.980 -2.409 1.920 -0.9248
H 1.677 3.357 1.031 0.4860
H 0.319 2.984 0.692 0.5045
O 0.908 2.929 1.472 -0.9595
H 2.830 0.880 -3.675 0.4759
H 2.453 -0.251 -2.705 0.4804
O 2.922 -0.067 -3.525 -0.9420
H -2.236 4.084 0.509 0.4776
H -1.967 2.837 1.366 0.5036
O -1.837 3.204 0.444 -0.9753
H -2.139 -2.657 -2.384 0.4950
H -3.150 -1.673 -2.871 0.4665
O -2.957 -2.206 -2.093 -0.9631
H 0.512 0.123 2.764 0.5103
H 1.228 1.338 2.024 0.5122
O 1.271 0.378 2.207 -1.0461
```

Summary:
Frontier orbital gap: 9.96 eV
E_HOMO: -9.77 eV
Max |F|: 3.450 eV/Å
Charge: 0
2S+1: 1


Record 4
Formula: C4H35NO16
Source: the Open Molecules 2025 dataset
Level of theory: ωB97M-V/def2-TZVPD

```
56
Properties=species:S:1:pos:R:3:nbo_charge:R:1
C 2.516 0.998 -1.387 -0.0979
O 2.335 1.780 -2.588 -0.7519
C 1.119 0.543 -1.040 -0.0592
C 0.973 -0.121 0.262 -0.6424
C -0.213 -0.014 1.112 0.8317
O -1.351 0.091 0.578 -0.8300
O -0.034 -0.237 2.344 -0.8250
N 0.373 1.900 -0.959 -0.7582
H 3.141 0.120 -1.660 0.2098
H 2.883 1.739 -0.645 0.2324
H 2.063 1.249 -3.368 0.4923
H 0.678 -0.022 -1.870 0.2580
H 1.883 -0.087 0.871 0.2425
H 0.995 -1.299 0.044 0.3369
H -2.425 1.125 2.425 0.4639
H 0.631 2.347 -0.085 0.4578
H 0.792 2.443 -1.777 0.4615
H -3.089 0.399 -3.356 0.4895
H -3.631 -1.189 -3.253 0.5185
O -3.149 -0.465 -3.747 -1.0204
H 1.347 -2.780 -1.315 0.4871
H 0.030 -2.502 -2.084 0.4903
O 0.996 -2.451 -2.158 -0.9884
H -2.981 2.663 -0.125 0.4784
H 0.003 2.226 2.997 0.4908
O -0.313 2.811 2.272 -0.9709
H 1.845 4.148 1.473 0.4892
H 1.878 2.537 1.775 0.5159
O 2.051 3.279 1.160 -1.0117
H -1.161 2.955 2.746 0.4771
H -1.484 0.554 3.398 0.4847
O -2.409 0.840 3.370 -0.9612
H -1.521 -0.999 -0.734 0.5109
H -1.324 -1.167 -2.231 0.4946
O -1.539 -1.682 -1.449 -1.0005
H -3.068 -2.023 -2.051 0.4967
H -4.383 -2.291 -1.167 0.4876
O -3.996 -2.313 -2.030 -0.9909
H 2.676 -1.479 2.611 0.4838
H 1.706 -1.389 3.771 0.4840
O 2.575 -1.073 3.467 -0.9594
H -0.642 1.722 -0.873 0.4725
H -2.763 1.128 -0.061 0.5037
O -2.765 1.878 -0.629 -0.9722
H 1.518 0.650 2.683 0.5038
H 2.580 0.900 3.717 0.5101
O 2.053 1.369 3.070 -1.0177
H -0.437 -1.958 2.580 0.5205
H -0.716 -3.141 1.710 0.4859
O -0.045 -2.853 2.366 -0.9568
H -0.049 -1.126 -4.662 0.4860
H -1.374 -0.359 -4.317 0.5066
O -0.429 -0.430 -4.103 -0.9998
H 2.547 -3.411 0.805 0.4843
H 1.191 -2.819 1.424 0.5078
O 1.916 -2.710 0.697 -1.0326
```

Summary:
Frontier orbital gap: 10.56 eV
E_HOMO: -10.43 eV
Max |F|: 4.175 eV/Å
Charge: 0
2S+1: 1